1.
34
Properties=species:S:1:pos:R:3 method="wB97M-V/def2-TZVPD" total_charge=+2 homo_ev=-15.2 e_lumo_ev=-8.20
Zr -0.089 0.619 -0.647
O -0.525 4.123 1.461
C -0.371 2.899 1.133
O 0.326 2.500 0.180
C -1.101 1.916 2.025
O -0.898 0.580 1.545
C -2.141 -0.174 1.419
C -2.874 0.287 0.131
O -4.052 0.263 0.017
O -1.986 0.729 -0.768
H -0.064 4.773 0.901
H -2.158 2.194 2.045
H -0.710 2.008 3.041
H -2.785 -0.037 2.285
H -1.875 -1.229 1.342
N -1.382 0.026 -4.629
C -0.698 -0.023 -3.506
S 0.151 1.440 -2.991
N -0.605 -1.204 -2.890
N 0.065 -1.170 -1.739
C 0.619 -2.192 -1.173
C 1.445 -1.866 -0.010
C 2.231 -2.787 0.660
C 3.103 -2.341 1.644
C 3.167 -0.987 1.942
C 2.320 -0.127 1.273
N 1.470 -0.545 0.323
H -1.411 0.872 -5.173
H -1.834 -0.805 -4.982
H 0.576 -3.191 -1.593
H 2.173 -3.835 0.396
H 3.736 -3.045 2.168
H 3.859 -0.606 2.679
H 2.316 0.934 1.491

---

2.
9
Properties=species:S:1:pos:R:3 method="wB97M-V/def2-TZVPD" homo_ev=-10.1 e_lumo_ev=-0.28
O -0.030 0.458 -0.059
C 1.097 0.276 0.235
N 2.257 0.369 0.501
O 3.300 -0.521 0.377
H 4.167 0.101 0.516
O -4.029 -0.382 0.274
N -2.872 -0.127 0.191
O -2.401 -0.233 -1.154
H -1.490 0.060 -0.882

---

3.
8
Properties=species:S:1:pos:R:3 method="wB97M-V/def2-TZVPD" homo_ev="-7.5 / -7.6" e_lumo_ev="-1.64 / -1.64"
C 1.641 -1.376 -0.392
C -0.682 -0.566 -0.073
N 0.406 1.644 -0.273
N -0.554 0.778 0.012
O 0.444 -1.325 -0.271
S -2.088 -1.317 0.414
I 2.223 0.893 0.194
H -1.391 1.268 0.391

---

4.
5
Properties=species:S:1:pos:R:3 method="wB97M-V/def2-TZVPD" total_charge=+7 homo_ev=-31.9 e_lumo_ev=-28.26
Hg 0.962 -3.337 -1.332
Hg 2.721 1.464 1.711
Pb 0.346 2.635 -3.904
Pb -2.778 -1.202 3.745
Br -1.252 0.440 -0.218

---

5.
16
Properties=species:S:1:pos:R:3 method="wB97M-V/def2-TZVPD" total_charge=-1 homo_ev="0.5 / -3.0" spin_multiplicity=2 e_lumo_ev="3.99 / 3.92"
C 1.582 2.701 0.630
C 1.140 1.719 -0.453
S 0.229 0.342 0.326
S -0.439 -0.660 -1.447
C -0.715 -2.261 -0.568
C -1.861 -2.159 0.437
H 2.539 3.124 0.320
H 0.800 3.435 0.817
H 1.714 2.206 1.593
H 0.374 2.142 -1.105
H 1.959 1.316 -1.042
H 0.243 -2.558 -0.149
H -0.985 -2.865 -1.428
H -1.747 -2.849 1.279
H -2.037 -1.158 0.822
H -2.798 -2.476 -0.032

---

6.
81
Properties=species:S:1:pos:R:3 method="wB97M-V/def2-TZVPD" total_charge=+1 homo_ev=-10.5 e_lumo_ev=-2.63
Rh -0.148 1.761 -0.385
C 5.345 -2.223 2.887
O 4.020 -1.980 2.430
C 3.010 -2.698 2.990
C 3.170 -3.697 3.931
C 2.052 -4.351 4.443
C 0.791 -4.035 3.983
C 0.629 -3.051 3.011
C 1.728 -2.359 2.533
N 1.698 -1.349 1.542
C 0.673 -0.612 1.076
N -0.414 -0.495 1.853
C -1.554 0.300 1.630
C -1.743 1.081 0.512
C -2.919 1.808 0.353
C -3.899 1.746 1.327
C -3.717 0.968 2.466
C -2.548 0.244 2.619
O -2.231 -0.533 3.689
C -3.269 -0.913 4.589
N 0.747 -0.036 -0.114
C 1.937 -0.180 -0.897
C 2.665 0.978 -1.191
C 3.880 0.926 -1.846
C 4.402 -0.308 -2.210
C 3.676 -1.460 -1.974
C 2.433 -1.413 -1.349
O 1.831 -2.622 -1.158
C 0.456 -2.758 -1.468
H 5.958 -1.433 2.465
H 5.704 -3.192 2.538
H 5.398 -2.178 3.975
H 4.157 -3.984 4.264
H 2.184 -5.115 5.197
H -0.077 -4.557 4.362
H -0.358 -2.862 2.611
H 2.596 -1.170 1.115
H -0.336 -0.849 2.796
H -3.066 2.418 -0.530
H -4.807 2.326 1.219
H -4.493 0.929 3.215
H -3.844 -0.052 4.928
H -2.775 -1.364 5.443
H -3.934 -1.637 4.116
H 2.288 1.937 -0.849
H 4.428 1.837 -2.043
H 5.374 -0.373 -2.682
H 4.046 -2.431 -2.275
H 0.278 -3.824 -1.588
H 0.236 -2.244 -2.405
H -0.195 -2.377 -0.677
C -2.870 -0.971 -4.308
C -2.484 -1.261 -2.874
N -1.560 -0.225 -2.430
C -1.658 1.070 -2.799
N -0.888 1.970 -2.198
C -0.886 3.377 -2.620
C -1.391 3.523 -4.039
C -2.706 2.793 -4.159
N -2.517 1.394 -3.790
C -3.450 0.423 -4.360
H -3.602 -1.693 -4.668
H -1.984 -1.031 -4.943
H -1.980 -2.222 -2.796
H -3.374 -1.294 -2.237
H -1.024 -0.376 -1.589
H 0.135 3.749 -2.544
H -1.492 3.974 -1.931
H -0.673 3.086 -4.737
H -1.515 4.576 -4.287
H -3.081 2.820 -5.181
H -3.460 3.256 -3.514
H -3.659 0.724 -5.385
H -4.395 0.452 -3.805
Cl 3.234 4.574 1.374
C 1.542 4.583 1.932
Cl 0.816 6.174 1.776
C 0.817 3.529 1.114
O 0.845 2.342 1.522
O 0.254 3.837 0.024
H 1.545 4.299 2.978

---

7.
176
Properties=species:S:1:pos:R:3 method="wB97M-V/def2-TZVPD" total_charge=+1 homo_ev="-9.5 / -9.5" spin_multiplicity=5 e_lumo_ev="-3.46 / -3.65"
Fe 6.429 -7.556 -7.334
C 4.139 -8.706 -5.152
O 3.888 -7.354 -4.853
O 4.860 -8.569 -6.368
C 4.762 -9.416 -3.927
F 5.905 -8.850 -3.528
F 3.874 -9.453 -2.921
F 4.998 -10.746 -4.194
C 2.700 -6.917 -4.277
C 1.492 -6.731 -5.167
H 0.672 -6.341 -4.565
H 1.698 -6.023 -5.969
H 1.135 -7.678 -5.573
H 3.056 -5.937 -3.958
H 2.530 -7.462 -3.348
H 3.211 -9.252 -5.322
C 3.144 -2.670 -2.136
C 3.210 -1.745 -3.424
C 2.021 -0.806 -3.242
C 2.094 0.276 -4.369
C 3.397 1.057 -4.136
C 4.650 0.145 -4.191
N 4.442 -1.019 -3.362
O 5.546 -1.856 -3.229
C 4.974 -0.166 -5.652
C 5.724 0.971 -3.496
C 3.144 -2.650 -4.678
H 3.476 -2.265 -1.180
H 3.703 -3.602 -2.215
H 2.094 -2.831 -1.891
H 1.046 -1.284 -3.343
H 2.070 -0.321 -2.267
H 1.293 1.015 -4.381
H 1.985 -0.056 -5.402
H 3.345 1.548 -3.164
H 3.458 1.887 -4.839
H 5.650 -1.008 -5.799
H 4.099 -0.478 -6.224
H 5.489 0.686 -6.096
H 5.798 1.913 -4.040
H 5.442 1.226 -2.474
H 6.638 0.378 -3.518
H 3.924 -3.387 -4.869
H 3.083 -2.069 -5.599
H 2.233 -3.247 -4.642
H 5.653 -1.742 -2.282
C 3.508 -8.443 3.255
C 3.121 -7.832 1.890
C 2.613 -9.056 1.017
C 2.040 -8.526 -0.315
C 0.794 -7.655 -0.009
C 1.151 -6.426 0.865
N 2.000 -6.871 1.989
O 2.148 -5.917 3.033
C 1.825 -5.371 -0.056
C -0.158 -5.922 1.558
C 4.317 -7.125 1.308
H 4.016 -9.404 3.333
H 2.657 -8.829 3.816
H 3.883 -7.764 4.020
H 3.480 -9.638 0.702
H 1.938 -9.693 1.588
H 1.839 -9.333 -1.020
H 2.778 -7.899 -0.815
H 0.111 -8.307 0.536
H 0.194 -7.238 -0.818
H 2.397 -4.719 0.604
H 2.347 -5.757 -0.932
H 1.101 -4.693 -0.508
H -0.616 -6.670 2.205
H -0.161 -5.019 2.169
H -1.004 -5.868 0.872
H 5.077 -7.892 1.165
H 4.691 -6.352 1.980
H 4.222 -6.611 0.351
H 1.675 -6.272 3.790
C -3.506 -3.813 -0.312
C -3.231 -3.714 -1.859
C -1.757 -3.947 -2.047
C -1.165 -4.153 -3.461
C -1.960 -5.218 -4.126
C -3.539 -5.059 -4.069
N -3.888 -4.786 -2.635
O -5.198 -4.867 -2.378
C -4.092 -3.965 -5.082
C -4.120 -6.500 -4.409
C -3.675 -2.322 -2.379
H -4.573 -3.724 -0.110
H -3.107 -2.983 0.271
H -3.227 -4.802 0.052
H -1.240 -3.074 -1.649
H -1.389 -4.757 -1.416
H -0.131 -4.498 -3.468
H -1.246 -3.236 -4.045
H -1.779 -6.117 -3.538
H -1.639 -5.385 -5.155
H -3.674 -2.984 -4.860
H -4.043 -4.271 -6.127
H -5.165 -3.887 -4.903
H -3.785 -7.179 -3.625
H -5.207 -6.517 -4.329
H -3.748 -6.864 -5.367
H -2.944 -1.964 -3.104
H -3.726 -1.681 -1.500
H -4.686 -2.416 -2.775
H -5.241 -5.489 -1.648
C 4.618 -6.551 -11.085
C 4.375 -6.482 -9.551
O 5.309 -6.270 -8.694
C 2.974 -6.789 -9.075
H 3.883 -6.042 -11.710
H 4.670 -7.616 -11.308
H 5.554 -6.097 -11.411
H 2.245 -6.196 -9.627
H 2.777 -6.402 -8.075
H 2.651 -7.828 -9.139
C 2.881 -13.068 -6.287
C 2.799 -14.055 -5.137
O 1.773 -14.587 -4.807
C 4.097 -14.477 -4.530
H 3.505 -13.532 -7.051
H 3.314 -12.118 -5.975
H 1.948 -12.691 -6.708
H 4.439 -13.792 -3.754
H 4.886 -14.523 -5.281
H 3.925 -15.395 -3.968
C 6.929 -3.740 -5.358
C 6.483 -5.121 -5.208
O 6.427 -5.900 -6.128
C 6.160 -5.451 -3.767
H 7.240 -3.478 -6.369
H 7.732 -3.522 -4.654
H 6.087 -3.131 -5.030
H 6.703 -4.828 -3.056
H 6.308 -6.503 -3.526
H 5.093 -5.242 -3.694
C 6.138 -11.315 -0.888
C 7.287 -11.920 -1.697
O 8.441 -11.482 -1.667
C 7.001 -13.107 -2.641
H 5.841 -11.830 0.026
H 5.284 -11.125 -1.538
H 6.457 -10.330 -0.547
H 6.241 -13.811 -2.300
H 7.862 -13.758 -2.797
H 6.596 -12.670 -3.554
C 9.486 -9.573 -4.544
C 8.361 -9.583 -5.542
O 8.004 -8.492 -5.988
C 7.640 -10.947 -5.880
H 9.758 -8.524 -4.437
H 10.350 -10.162 -4.852
H 9.081 -9.823 -3.563
H 6.562 -10.852 -6.011
H 7.764 -11.739 -5.141
H 8.147 -11.259 -6.793
C -1.482 -3.148 -7.888
C -0.100 -3.833 -8.233
O -0.532 -5.201 -8.509
C -1.888 -5.164 -8.860
O -2.558 -6.072 -9.336
O -2.326 -3.911 -8.719
F 0.804 -3.865 -7.297
H -1.543 -2.085 -8.120
H -1.840 -3.340 -6.876
H 0.382 -3.559 -9.171
C -0.066 -9.030 -7.836
C -1.343 -9.031 -7.040
O -2.306 -8.930 -8.034
C -1.735 -9.137 -9.280
O -2.359 -9.147 -10.253
O -0.405 -9.324 -9.145
F -1.404 -7.980 -6.292
H 0.589 -9.797 -7.423
H 0.430 -8.061 -7.787
H -1.369 -9.913 -6.400

---

8.
86
Properties=species:S:1:pos:R:3 method="wB97M-V/def2-TZVPD" total_charge=+1 homo_ev="-9.6 / -9.6" spin_multiplicity=3 e_lumo_ev="-3.88 / -6.27"
Au 6.848 -1.428 20.047
N 9.827 -0.781 23.268
C 8.811 -1.095 22.447
S 9.114 -1.687 20.897
N 7.599 -1.043 22.989
N 6.641 -1.342 22.112
C 5.409 -1.362 22.606
C 5.172 -1.435 24.025
C 5.566 -0.378 24.772
C 5.473 -0.425 26.172
C 4.978 -1.588 26.766
C 4.596 -2.672 25.957
C 4.586 -2.579 24.591
C 4.398 -1.313 21.622
C 3.070 -1.424 21.939
C 2.153 -1.705 20.905
C 2.582 -1.614 19.570
C 3.941 -1.427 19.322
N 4.822 -1.356 20.321
H 10.778 -0.830 22.931
H 9.663 -0.282 24.119
H 6.126 0.493 24.328
H 5.834 0.418 26.755
H 4.910 -1.569 27.840
H 4.197 -3.598 26.455
H 4.339 -3.487 23.998
H 2.773 -1.435 22.984
H 1.035 -1.678 21.112
H 1.970 -1.625 18.689
H 4.257 -1.298 18.300
O 10.907 -3.644 12.828
C 11.033 -3.698 14.204
O 11.994 -4.276 14.694
C 9.999 -3.139 15.028
C 8.870 -2.429 14.567
C 8.026 -1.766 15.468
C 8.206 -1.711 16.850
S 7.073 -0.714 17.762
C 9.396 -2.332 17.321
C 10.268 -3.043 16.444
H 10.358 -2.901 12.472
H 8.447 -2.527 13.584
H 7.132 -1.329 15.022
H 9.818 -2.201 18.304
H 11.165 -3.615 16.758
O 8.229 -7.704 19.512
P 8.617 -9.029 18.994
N 9.960 -9.523 19.840
C 10.470 -8.755 20.930
C 11.331 -9.684 21.844
C 11.327 -11.067 21.099
C 10.474 -10.888 19.790
N 7.316 -10.087 19.197
C 7.175 -11.468 18.760
C 6.241 -12.223 19.791
C 5.916 -11.221 20.877
C 6.473 -9.809 20.439
N 8.928 -9.163 17.323
C 9.900 -8.261 16.709
C 9.416 -7.891 15.319
C 8.051 -8.518 15.129
C 7.923 -9.508 16.331
H 9.671 -8.242 21.439
H 11.090 -7.888 20.580
H 10.896 -9.813 22.836
H 12.316 -9.264 21.919
H 10.974 -11.861 21.806
H 12.314 -11.486 20.794
H 9.653 -11.611 19.770
H 11.094 -11.054 18.917
H 8.145 -11.977 18.597
H 6.642 -11.599 17.796
H 6.740 -13.062 20.209
H 5.337 -12.567 19.220
H 6.619 -11.467 21.676
H 4.867 -11.245 21.199
H 7.076 -9.286 21.219
H 5.662 -9.105 20.168
H 10.841 -8.783 16.764
H 10.033 -7.367 17.336
H 10.023 -8.394 14.593
H 9.471 -6.813 15.067
H 8.006 -9.102 14.229
H 7.255 -7.793 15.246
H 8.184 -10.538 15.929
H 6.989 -9.633 16.927

---

Max |F|, record by record: 2.09, 3.90, 4.73, 2.14, 3.05, 2.41, 3.73, 3.95 eV/A